Entry 1:
{
  "formula": "C4H6N2S2",
  "method": "wB97M-V/def2-TZVPD",
  "de_lowest_kcal_mol": 78.1,
  "lumo_energy_ev": -0.5255,
  "homo_lumo_gap_ev": 8.154,
  "elements": ["C", "C", "C", "C", "H", "H", "H", "H", "H", "H", "N", "N", "S", "S"],
  "coordinates": [[1.13934, -0.62818, 0.09948], [1.08282, 0.83595, -0.32661], [-1.31335, -0.59446, -0.02894], [-0.12851, -1.20068, 0.71970], [1.97777, 1.26082, -0.05738], [0.81009, 0.70212, -1.39956], [-0.04124, 2.45044, 0.19919], [-1.75465, 1.36583, -0.76732], [-0.13548, -0.91539, 1.69209], [-0.37057, -2.28566, 0.85233], [-0.03139, 1.37095, 0.27430], [-1.06453, 0.67693, -0.53583], [2.49438, -1.57071, -0.38495], [-2.66468, -1.46796, -0.33650]],
  "forces_ev_per_angstrom": [[2.8056, -3.0844, -1.4371], [0.0529, -3.4717, -1.1797], [-0.6476, 0.4380, -0.4064], [-0.3691, -0.6351, -2.9071], [2.1513, 1.2896, 0.1727], [1.4048, 0.5945, 0.0801], [-0.6079, -2.4692, -0.3190], [-1.0479, -0.6618, -0.2320], [-0.2087, 1.6488, 3.1965], [1.0873, 0.6575, -0.9549], [-2.3245, 2.6772, 0.4610], [0.1017, 0.7970, 2.2774], [-2.6749, 1.7556, 1.2506], [0.2769, 0.4641, -0.0021]]
}

Entry 2:
{
  "formula": "C36H52Cl3Ge2N7S3Sn",
  "method": "wB97M-V/def2-TZVPD",
  "spin_multiplicity": 2,
  "de_lowest_kcal_mol": 0.0,
  "lumo_energy_ev": [1.9831, 1.9833],
  "total_charge": -1,
  "homo_lumo_gap_ev": [6.559, 6.001],
  "elements": ["Sn", "C", "C", "S", "C", "C", "S", "C", "C", "S", "H", "H", "H", "H", "H", "H", "H", "H", "H", "H", "H", "H", "C", "Ge", "C", "C", "C", "C", "C", "C", "C", "C", "C", "C", "C", "C", "C", "C", "C", "C", "C", "C", "H", "H", "H", "H", "H", "H", "H", "H", "H", "H", "H", "H", "H", "H", "H", "Cl", "Ge", "Cl", "Cl", "C", "N", "C", "N", "C", "N", "C", "N", "C", "C", "H", "H", "H", "H", "H", "H", "H", "H", "H", "H", "H", "H", "C", "N", "C", "C", "N", "N", "C", "C", "H", "H", "H", "H", "H", "H", "H", "H", "H", "H", "H", "H", "H"],
  "coordinates": [[0.58484, -0.04571, 1.16740], [-4.97162, 2.77667, 2.25898], [-4.04023, 2.44826, 3.42362], [-2.44412, 1.68689, 2.93885], [-2.59042, 0.02761, 3.65500], [-3.58370, -0.90958, 2.98114], [-3.05066, -1.42122, 1.30584], [-4.34361, -0.72096, 0.22426], [-4.48482, 0.79516, 0.26132], [-5.76589, 1.35009, 1.45091], [-4.45283, 3.35172, 1.49220], [-5.80756, 3.37302, 2.62923], [-4.52852, 1.78352, 4.13610], [-3.78068, 3.37742, 3.93517], [-2.82555, 0.14117, 4.71563], [-1.58151, -0.36972, 3.55891], [-4.56482, -0.45447, 2.89125], [-3.67482, -1.82305, 3.57377], [-5.29269, -1.21536, 0.43949], [-4.01132, -1.02354, -0.76830], [-4.78136, 1.17050, -0.71977], [-3.54527, 1.24905, 0.55839], [1.08507, -1.19347, -0.44041], [1.11713, -0.87191, -2.31756], [-0.77175, -0.71015, -2.91988], [-1.37532, 0.44315, -3.41593], [-2.72913, 0.47019, -3.73257], [-3.50314, -0.66896, -3.56710], [-2.91791, -1.83096, -3.07612], [-1.57046, -1.84265, -2.74990], [1.74976, -2.51115, -3.24578], [1.59612, -2.63706, -4.62583], [2.09338, -3.73898, -5.30625], [2.75654, -4.73985, -4.60782], [2.91284, -4.63359, -3.23316], [2.41122, -3.52612, -2.56094], [2.21470, 0.52222, -3.24113], [3.45237, 0.15088, -3.76887], [4.29476, 1.08288, -4.35867], [3.91313, 2.41480, -4.43512], [2.68420, 2.80265, -3.92276], [1.84951, 1.86378, -3.33318], [-0.77630, 1.33087, -3.58332], [-3.18219, 1.37579, -4.12131], [-4.55691, -0.65048, -3.82013], [-3.52050, -2.72279, -2.94820], [-1.11716, -2.74717, -2.35767], [1.08231, -1.85248, -5.17405], [1.96899, -3.81695, -6.38016], [3.14962, -5.60091, -5.13544], [3.42843, -5.41480, -2.68676], [2.52991, -3.43617, -1.48558], [3.75940, -0.88697, -3.71535], [5.25033, 0.76843, -4.76164], [4.57422, 3.14819, -4.88108], [2.38190, 3.84300, -3.97884], [0.90293, 2.17837, -2.91504], [2.88523, 2.19476, 6.10938], [1.86771, 2.63977, 4.11132], [3.10327, 1.04022, 2.89034], [3.18994, 4.42492, 3.50662], [0.10048, -3.17239, 2.82402], [0.39518, -4.28879, 3.72501], [0.46507, -3.77134, 5.09425], [1.47516, -2.72622, 5.24447], [1.15305, -1.63752, 4.32082], [1.10285, -2.10524, 2.92372], [2.41695, -2.68471, 2.58603], [2.76572, -3.78950, 3.48193], [1.72434, -4.80987, 3.37959], [2.77695, -3.27721, 4.85496], [-0.88590, -2.76678, 3.06659], [0.07420, -3.53234, 1.79293], [0.70289, -4.59739, 5.76970], [-0.51086, -3.36228, 5.36969], [1.90262, -0.85486, 4.40659], [0.18253, -1.22178, 4.60073], [3.17091, -1.90038, 2.65996], [2.37739, -3.04386, 1.55488], [1.96177, -5.63087, 4.06102], [1.69711, -5.19199, 2.35671], [3.52727, -2.48858, 4.93452], [3.03985, -4.08788, 5.53946], [-2.25831, 3.67769, -0.65767], [-0.90339, 4.00971, -1.04057], [-0.81883, 4.55283, -2.38597], [0.09831, 3.09310, -0.66288], [-0.14811, 1.85426, -0.36383], [1.34972, 3.59389, -0.67704], [1.63872, 5.01647, -0.60264], [2.51215, 2.73912, -0.49668], [-2.86568, 4.58531, -0.69173], [-2.25308, 3.29425, 0.36066], [-2.72416, 2.93462, -1.32306], [-1.31726, 5.52419, -2.41948], [-1.30701, 3.88937, -3.11460], [0.22067, 4.68048, -2.68034], [-1.09627, 1.57819, -0.60186], [0.72233, 5.58593, -0.48505], [2.16121, 5.34745, -1.50721], [2.28420, 5.20223, 0.25606], [2.26113, 1.70800, -0.73165], [2.87891, 2.79324, 0.52759], [3.30224, 3.07271, -1.17310]],
  "forces_ev_per_angstrom": [[-0.0941, -0.0427, 0.2160], [-0.0366, -0.3727, -0.0114], [0.2950, -0.1114, -0.1826], [-0.1574, 0.0593, 0.0468], [-0.1552, 0.2098, -0.1737], [0.1876, -0.1914, -0.2466], [-0.2140, 0.1879, 0.0279], [0.1960, -0.0695, 0.3197], [-0.2496, 0.0910, 0.0052], [0.1307, 0.1068, 0.0251], [-0.0153, 0.1028, 0.0367], [0.0240, 0.0830, -0.0476], [-0.0589, 0.0532, 0.0265], [-0.0767, -0.0155, 0.0673], [0.0446, -0.0739, 0.0164], [0.0878, -0.0196, 0.0986], [-0.0875, -0.0111, 0.1021], [-0.0244, 0.0371, 0.0386], [-0.0206, 0.0060, -0.0966], [-0.0372, -0.0462, -0.0411], [0.0704, -0.0510, -0.0279], [0.0796, 0.0439, -0.0570], [0.0506, 0.3120, -0.1284], [0.0122, -0.3999, -0.0334], [0.1033, 0.1034, 0.1023], [0.0857, 0.0026, -0.0733], [-0.0692, -0.0053, -0.0167], [-0.0272, 0.0282, 0.0265], [-0.0565, 0.0286, -0.0545], [0.0409, -0.0389, 0.0064], [-0.0348, 0.1931, 0.0505], [-0.0294, 0.0225, 0.0168], [-0.0158, -0.0026, -0.0230], [0.0085, -0.0343, -0.0053], [0.0161, -0.0569, -0.0186], [-0.0411, 0.0729, 0.0764], [-0.0947, -0.1408, 0.2012], [-0.0455, 0.0022, 0.0359], [0.0252, 0.0002, -0.0259], [0.0415, 0.0201, 0.0105], [-0.0589, 0.0380, -0.0600], [-0.0773, -0.0960, -0.1395], [-0.0900, -0.0081, 0.0028], [0.0295, 0.0093, 0.0017], [0.0043, -0.0174, 0.0023], [0.0298, -0.0231, 0.0120], [-0.0506, -0.0063, 0.0282], [0.0198, -0.0278, -0.0372], [-0.0063, -0.0075, 0.0066], [-0.0011, 0.0038, 0.0073], [-0.0016, 0.0113, 0.0078], [0.0107, -0.0331, -0.0029], [0.0556, 0.0061, -0.0179], [0.0039, 0.0055, 0.0235], [-0.0142, -0.0109, -0.0225], [-0.0207, -0.0003, 0.0170], [0.0632, 0.0819, 0.0025], [-0.0385, -0.0135, -0.0360], [0.0668, -0.0019, -0.0256], [0.1312, 0.0257, -0.0133], [-0.0690, -0.0445, -0.0602], [-0.0504, -0.0451, -0.1009], [0.0025, -0.0721, -0.0050], [0.0128, 0.0238, -0.0176], [0.0144, -0.0150, 0.0591], [-0.0091, -0.0476, 0.0613], [0.1462, -0.0545, -0.0393], [-0.0149, 0.0019, -0.0184], [0.1023, -0.0397, -0.0140], [-0.0686, 0.0295, 0.0107], [-0.0618, 0.0382, -0.0077], [0.0196, 0.0291, 0.0305], [0.0052, 0.0385, 0.0017], [-0.0073, 0.0114, -0.0012], [0.0105, -0.0064, -0.0082], [0.0577, 0.0651, -0.0187], [-0.0250, 0.0179, -0.0689], [0.0037, 0.0128, 0.0102], [-0.0075, 0.0318, 0.0110], [0.0135, -0.0063, -0.0252], [0.0099, 0.0053, 0.0088], [-0.0014, -0.0136, -0.0005], [-0.0153, -0.0073, -0.0228], [0.0350, 0.0145, 0.0048], [-0.0154, -0.0622, 0.0638], [0.0294, -0.0083, -0.0004], [-0.3742, -0.2566, -0.2534], [0.1272, 0.1836, -0.1796], [0.2032, 0.1935, 0.0613], [0.0006, -0.1183, 0.0260], [0.0065, -0.0664, 0.1086], [0.0086, -0.0173, -0.0093], [-0.0728, -0.0358, 0.0337], [0.0140, -0.0287, 0.0206], [0.0202, 0.0055, -0.0411], [0.0224, 0.0092, 0.0007], [-0.0489, 0.0147, -0.0186], [-0.0014, 0.1493, 0.0164], [0.0195, 0.0075, 0.0234], [-0.0022, 0.0120, 0.0326], [0.0392, 0.0265, 0.0649], [0.0271, 0.0326, 0.0467], [0.0057, -0.0024, 0.1460], [-0.0252, -0.0243, 0.0221]]
}

Entry 3:
{
  "formula": "C24H26AlN4O2SSi2",
  "method": "wB97M-V/def2-TZVPD",
  "de_lowest_kcal_mol": 0.0,
  "lumo_energy_ev": 2.5261,
  "total_charge": -1,
  "homo_lumo_gap_ev": 5.469,
  "elements": ["Al", "O", "C", "C", "C", "C", "C", "C", "C", "O", "N", "N", "C", "C", "C", "C", "C", "C", "N", "H", "H", "H", "H", "H", "H", "H", "H", "H", "H", "C", "Si", "C", "C", "C", "C", "C", "C", "C", "Si", "C", "C", "H", "H", "H", "H", "H", "H", "H", "H", "H", "H", "H", "H", "H", "H", "H", "H", "S", "C", "N"],
  "coordinates": [[1.50807, 0.13123, -0.46923], [-1.03766, -2.12766, -4.37897], [-2.13045, -2.21468, -3.60515], [-3.17337, -2.99028, -4.10844], [-4.35680, -3.14154, -3.41587], [-4.51182, -2.49986, -2.19598], [-3.47144, -1.74037, -1.68663], [-2.24352, -1.58624, -2.33396], [-1.08902, -0.79555, -1.82490], [-0.78443, -0.50189, -0.48162], [-0.20939, -0.40310, -2.67171], [0.88929, 0.18626, -2.22423], [1.80982, 0.68358, -3.16789], [2.93385, 1.19225, -2.62056], [4.02984, 1.82179, -3.32923], [5.03516, 2.40454, -2.65334], [5.04430, 2.39697, -1.20728], [4.04022, 1.74686, -0.57276], [3.00724, 1.11634, -1.20378], [-0.42079, -1.49102, -3.92865], [-3.01507, -3.46452, -5.06911], [-5.15313, -3.74920, -3.82860], [-5.43523, -2.58026, -1.63729], [-3.64961, -1.24785, -0.74855], [1.58894, 0.64340, -4.22419], [4.00312, 1.82055, -4.41262], [5.84609, 2.88144, -3.19190], [5.83395, 2.87168, -0.64249], [4.03283, 1.69038, 0.51024], [1.56654, 3.16330, 1.59841], [1.41377, 1.27259, 1.69083], [2.90057, 0.64123, 2.71079], [-0.03511, 0.95320, 2.86763], [0.07158, 1.46572, 4.17014], [-0.89454, 1.23661, 5.13478], [-2.00678, 0.46755, 4.81684], [-2.13487, -0.04973, 3.53898], [-1.16648, 0.18204, 2.54454], [-1.78546, -0.50531, 0.90050], [-3.18542, 0.67012, 0.49248], [-2.12024, -2.29580, 1.27523], [2.29120, 3.53147, 2.33154], [0.60174, 3.63637, 1.80384], [1.89909, 3.49482, 0.60985], [3.30456, 1.43260, 3.35116], [3.71622, 0.26342, 2.08901], [2.57928, -0.18720, 3.34823], [0.94521, 2.05682, 4.43314], [-0.78122, 1.64656, 6.13207], [-2.76880, 0.27036, 5.56144], [-3.01761, -0.64161, 3.31273], [-4.13662, 0.37434, 0.94698], [-3.33928, 0.77979, -0.58246], [-2.91164, 1.64331, 0.90624], [-2.98182, -2.43987, 1.93289], [-1.23418, -2.66710, 1.79939], [-2.26426, -2.90084, 0.38327], [2.41663, -4.19643, 0.94049], [2.16129, -2.71289, 0.35554], [1.97565, -1.63870, -0.07182]],
  "forces_ev_per_angstrom": [[0.2961, 0.4041, -0.1403], [0.0731, -0.0366, 0.0457], [0.1358, -0.0640, 0.0225], [0.0179, 0.0055, -0.0267], [-0.0323, 0.0160, 0.0388], [0.0189, -0.0067, -0.0183], [-0.0006, -0.0176, 0.1000], [0.1298, 0.1353, -0.0301], [-0.0340, 0.0612, 0.2223], [-0.4433, -0.2053, 0.0840], [0.0466, -0.1968, -0.2834], [-0.0008, 0.2674, 0.1382], [-0.0877, -0.1438, 0.1376], [0.1270, 0.0919, 0.1287], [-0.1219, -0.0606, 0.0164], [0.0972, 0.0446, 0.1693], [0.0241, 0.0296, -0.2027], [-0.1771, -0.1940, -0.1584], [0.1589, 0.0079, 0.0445], [-0.1752, 0.0748, -0.1264], [0.0034, 0.0125, 0.0248], [0.0068, 0.0172, 0.0092], [0.0043, -0.0072, -0.0013], [0.0395, -0.0357, 0.0873], [-0.0416, 0.0057, 0.0140], [-0.0011, 0.0023, 0.0096], [0.0000, -0.0010, -0.0009], [-0.0150, -0.0110, -0.0162], [-0.0388, 0.0031, -0.0288], [0.0430, 0.1230, -0.1033], [-0.0341, -0.0876, -0.0179], [0.0539, -0.0467, -0.0064], [-0.2492, -0.1535, 0.1161], [-0.0325, -0.0490, -0.0701], [0.0075, -0.0040, -0.0108], [0.0180, -0.0090, -0.0186], [0.0633, 0.0633, -0.0208], [0.2624, 0.2211, -0.0225], [0.2070, -0.0136, -0.1584], [-0.1776, 0.0478, -0.0450], [-0.1320, -0.1474, 0.0221], [-0.0668, 0.0290, -0.0038], [0.0476, -0.0118, -0.0229], [0.0002, -0.0400, 0.0884], [-0.0172, -0.0540, 0.0174], [-0.0442, 0.0323, 0.0384], [0.0216, 0.0275, -0.0247], [-0.0362, -0.0223, -0.0094], [-0.0013, -0.0041, -0.0203], [0.0023, -0.0004, -0.0059], [0.0210, 0.0216, 0.0152], [0.0618, 0.0177, -0.0157], [-0.0006, 0.0592, 0.0681], [-0.0396, 0.0035, -0.0375], [0.0535, -0.0097, -0.0426], [-0.0432, -0.0351, -0.0246], [-0.0102, -0.0234, -0.0421], [-0.0425, 0.1814, -0.0581], [0.0719, -0.3984, 0.1427], [-0.0180, 0.0837, 0.0136]]
}